# C3H4O

One molecule with the formula C3H4O at a distorted geometry (ωB97M-V/def2-TZVPD, the OMol25 dataset).

Geometry as ORCA input:
```
! RIJCOSX wB97M-V def2-TZVPD def2/J DEFGRID3
* xyz 0 1
C -0.28 0.94 0.71
C -0.15 0.33 -0.45
C 0.40 -1.06 -0.48
O 0.78 -1.57 0.58
H -0.78 1.88 0.84
H 0.19 0.43 1.56
H -0.48 0.72 -1.39
H 0.31 -1.67 -1.37
*
```

The energy above the lowest of the compared OMol25 structures with the same formula, charge and spin is 4.1 kcal/mol. As for the frontier orbital gap: 10.17 eV. Its LUMO energy is 0.07 eV. For the HOMO energy, the calculation gives -0.3708 Eh. Its SMILES is C=CC=O.

# C3H4O

One molecule with the formula C3H4O at a distorted geometry (ωB97M-V/def2-TZVPD, the OMol25 dataset).

Geometry as ORCA input:
```
! RIJCOSX wB97M-V def2-TZVPD def2/J DEFGRID3
* xyz 0 1
C 1.12 -0.58 0.07
C 0.19 0.43 -0.18
C -1.32 0.25 0.09
O -1.83 -0.79 -0.13
H 2.18 -0.35 -0.04
H 0.99 -1.68 0.09
H 0.58 1.47 -0.32
H -1.91 1.26 0.41
*
```

The energy above the lowest of the compared OMol25 structures with the same formula, charge and spin is 15.2 kcal/mol. As for the frontier orbital gap: 10.15 eV. Its LUMO energy is 0.18 eV. For the HOMO energy, the calculation gives -0.3664 Eh. Its SMILES is C=CC=O.

Please write out number 2 again, unchanged.
# C3H4O

One molecule with the formula C3H4O at a distorted geometry (ωB97M-V/def2-TZVPD, the OMol25 dataset).

Geometry as ORCA input:
```
! RIJCOSX wB97M-V def2-TZVPD def2/J DEFGRID3
* xyz 0 1
C 1.12 -0.58 0.07
C 0.19 0.43 -0.18
C -1.32 0.25 0.09
O -1.83 -0.79 -0.13
H 2.18 -0.35 -0.04
H 0.99 -1.68 0.09
H 0.58 1.47 -0.32
H -1.91 1.26 0.41
*
```

The energy above the lowest of the compared OMol25 structures with the same formula, charge and spin is 15.2 kcal/mol. As for the frontier orbital gap: 10.15 eV. Its LUMO energy is 0.18 eV. For the HOMO energy, the calculation gives -0.3664 Eh. Its SMILES is C=CC=O.

Q: What is the frontier orbital gap in the first record?
A: 10.17 eV